Entry 1:
ORCA calculation (the ωB97M-V functional and the def2-TZVPD basis) on C4H13NP as an isolated structure at a distorted geometry.

Geometry (Å):
C -0.795 -0.384 -2.893
C 1.643 1.128 2.485
C -1.159 0.068 -1.470
C -0.241 -0.408 0.731
N 0.027 -0.093 -0.658
P 1.717 -0.677 2.017
H -1.695 -0.056 -3.370
H 0.127 0.081 -3.316
H -0.714 -1.481 -2.694
H 2.261 1.032 3.473
H 0.680 1.369 2.708
H 1.969 1.872 1.704
H -1.838 -0.690 -1.083
H -1.621 1.143 -1.304
H -0.611 -1.390 0.836
H -0.958 0.239 1.251
H 0.797 0.640 -0.898
H 0.277 -1.067 -0.925
H 1.249 -1.449 3.104

Cartesian forces (eV/Å) of the 6 atoms listed first:
-0.01 0.34 1.60
4.24 -1.66 0.97
-1.30 2.37 -0.53
-1.30 1.48 0.94
1.66 -0.81 0.29
0.08 0.73 0.04

Charge: +1
HOMO (alpha / beta), eV: -9.85 / -13.64
Total energy, hartree: -555.8258
Orbital gap (alpha / beta), eV: 6.68 / 7.25
Spin multiplicity: 3
M, g/mol: 106.13
Energy above the lowest of the compared OMol25 structures with the same formula, charge and spin, kcal/mol: 4.0
LUMO (alpha / beta), hartree: -0.117 / -0.235


Entry 2:
ORCA calculation (the ωB97M-V functional and the def2-TZVPD basis) on a 2-piece molecular cluster, C4H13NS overall at a distorted geometry.

Geometry (Å):
C -5.696 3.497 2.123
N -4.536 2.627 2.408
C -4.228 1.665 1.342
H -5.370 4.393 1.615
H -6.011 3.804 3.130
H -6.586 2.949 1.812
H -4.824 2.022 3.170
H -3.240 1.288 1.595
H -4.969 0.883 1.170
H -4.270 2.101 0.343
C 2.573 -1.743 -0.584
S 4.191 -2.311 -1.222
C 4.038 -1.693 -2.909
H 2.381 -2.344 0.300
H 2.612 -0.681 -0.386
H 1.831 -1.950 -1.348
H 4.204 -2.541 -3.583
H 4.803 -0.991 -3.216
H 3.048 -1.393 -3.223

Cartesian forces (eV/Å) of the 6 atoms listed first:
0.37 -0.63 2.31
-0.79 -0.55 -0.65
-0.09 0.54 -0.36
-0.37 -0.07 -0.68
0.07 0.49 -0.18
0.06 0.19 -1.06

HOMO, eV: -8.46
SMILES: CNC.CSC
Total energy, hartree: -613.0855
Orbital gap, eV: 9.50
M, g/mol: 107.22
Energy above the lowest of the compared OMol25 structures with the same formula, charge and spin, kcal/mol: 27.3
LUMO, hartree: 0.038


Entry 3:
ORCA calculation (the ωB97M-V functional and the def2-TZVPD basis) on a 2-piece molecular cluster, C4H13NS2 overall at a distorted geometry.

Geometry (Å):
C 1.288 2.680 1.607
C 1.069 2.100 0.161
S -0.612 2.477 -0.414
S -0.647 1.568 -2.262
H 0.521 2.243 2.247
H 1.203 3.742 1.635
H 2.268 2.390 1.947
H 1.080 1.025 0.267
H 1.804 2.397 -0.562
H -1.487 0.604 -1.922
C -0.033 -3.119 -0.647
N -0.138 -1.659 -0.372
C -1.359 -1.285 0.262
H -0.025 -3.720 0.271
H -0.864 -3.495 -1.262
H 0.888 -3.398 -1.209
H -0.026 -1.164 -1.270
H -2.312 -1.554 -0.204
H -1.379 -0.152 0.431
H -1.238 -1.681 1.295

Cartesian forces (eV/Å) of the 6 atoms listed first:
-0.63 -0.98 -1.48
-0.44 -0.32 1.51
0.12 0.56 -0.10
0.21 0.46 0.01
0.14 0.06 0.16
-0.06 0.86 0.00

HOMO, eV: -8.83
SMILES: CCSS.CNC
Total energy, hartree: -1011.2981
Orbital gap, eV: 9.35
M, g/mol: 139.29
Energy above the lowest of the compared OMol25 structures with the same formula, charge and spin, kcal/mol: 15.5
LUMO, hartree: 0.019


Entry 4:
ORCA calculation (the ωB97M-V functional and the def2-TZVPD basis) on a 3-piece molecular cluster, C4H13O3 overall at a distorted geometry.

Geometry (Å):
C -0.689 0.486 -0.173
O -0.524 -0.235 -1.359
C 0.554 0.609 0.724
C 0.234 0.535 2.274
C -0.513 -0.696 2.738
H -0.998 1.537 -0.424
H -1.587 0.129 0.357
H 1.126 1.544 0.737
H 1.274 -0.195 0.591
H -0.282 1.432 2.599
H 1.154 0.485 2.872
H -0.889 -0.597 3.777
H 0.098 -1.612 2.783
H -1.292 -0.978 2.020
H 0.944 1.943 -2.537
H -0.424 1.011 -2.357
O 0.067 1.754 -2.875
H 0.442 -1.230 -1.064
H 0.607 -2.515 -1.852
O 0.740 -2.285 -0.909

Cartesian forces (eV/Å) of the 6 atoms listed first:
-0.47 1.20 -0.78
0.24 0.78 0.15
-0.14 -0.50 2.66
0.25 -0.58 -0.27
-0.42 -0.81 -0.07
0.20 -0.26 0.16

Charge: -2
HOMO (alpha / beta), eV: 4.28 / -1.14
Total energy, hartree: -385.7635
Orbital gap (alpha / beta), eV: 2.25 / 7.55
Spin multiplicity: 2
M, g/mol: 109.14
Energy above the lowest of the compared OMol25 structures with the same formula, charge and spin, kcal/mol: 11.1
LUMO (alpha / beta), hartree: 0.240 / 0.236


Entry 5:
ORCA calculation (the ωB97M-V functional and the def2-TZVPD basis) on a 3-piece molecular cluster, C4H13O4 overall at a distorted geometry.

Geometry (Å):
C -0.929 -0.111 1.139
C 0.369 -0.404 0.394
C 0.142 -0.961 -1.016
O 1.526 -1.219 -1.485
C -2.059 0.560 0.289
O -1.744 1.702 -0.378
H -1.483 -0.997 1.468
H -0.738 0.452 2.029
H 1.044 -1.079 0.935
H 0.821 0.589 0.238
H -0.379 -0.280 -1.704
H -0.324 -1.951 -1.040
H 1.766 -0.348 -1.818
H -2.337 -0.233 -0.446
H -2.954 0.656 0.941
H 3.140 -2.514 -1.416
H 3.440 -1.533 -0.288
O 3.850 -2.010 -1.013
H -1.405 3.632 1.654
H -1.075 2.618 0.462
O -0.670 3.428 1.055

Cartesian forces (eV/Å) of the 6 atoms listed first:
-1.27 -0.41 -0.27
-1.40 0.77 -0.66
1.51 -0.67 0.42
-1.74 0.63 -0.69
0.62 -0.02 -0.79
0.31 -0.13 0.22

Charge: -1
HOMO, eV: -3.65
Total energy, hartree: -461.1598
Orbital gap, eV: 7.06
M, g/mol: 125.14
Energy above the lowest of the compared OMol25 structures with the same formula, charge and spin, kcal/mol: 33.1
LUMO, hartree: 0.126


Entry 6:
ORCA calculation (the ωB97M-V functional and the def2-TZVPD basis) on C4H14F5N3OSSiTcTe as an isolated structure.

Geometry (Å):
Tc -1.185 -0.156 0.954
N -2.704 -1.214 2.094
N -2.806 -2.604 1.830
C -2.051 -3.163 0.880
N -2.172 -4.444 0.621
S -0.910 -2.210 -0.015
H -2.522 -1.096 3.093
H -3.617 -0.788 1.914
H -3.501 -3.124 2.351
H -2.819 -5.052 1.103
H -1.595 -4.863 -0.095
C 1.166 0.352 -2.733
Si 1.805 0.821 -1.078
C 2.634 -0.490 -0.090
C 2.824 2.379 -1.088
H 2.006 0.011 -3.344
H 0.713 1.205 -3.240
H 0.437 -0.460 -2.704
H 3.473 -0.874 -0.678
H 1.995 -1.345 0.142
H 3.037 -0.088 0.840
H 3.692 2.241 -0.439
H 2.420 3.353 -0.828
H 3.221 2.523 -2.098
F -1.113 1.914 1.885
Te -0.424 2.806 0.310
F -2.099 2.282 -0.293
F 1.035 3.135 1.364
F -0.105 3.449 -1.365
F -1.066 4.421 0.819
O 0.230 1.079 -0.116

Cartesian forces (eV/Å) of the 6 atoms listed first:
0.04 0.03 0.11
0.04 0.03 0.02
0.00 0.00 -0.01
0.02 0.02 -0.02
-0.01 -0.01 0.01
0.00 -0.07 -0.05

Charge: +2
HOMO (alpha / beta), eV: -16.44 / -16.20
Total energy, hartree: -1935.5921
Orbital gap (alpha / beta), eV: 8.23 / 7.67
Spin multiplicity: 4
M, g/mol: 500.92
Energy above the lowest of the compared OMol25 structures with the same formula, charge and spin, kcal/mol: 0.0
LUMO (alpha / beta), hartree: -0.302 / -0.313


What did the third record say?
ORCA calculation (the ωB97M-V functional and the def2-TZVPD basis) on a 2-piece molecular cluster, C4H13NS2 overall at a distorted geometry.

Geometry (Å):
C 1.288 2.680 1.607
C 1.069 2.100 0.161
S -0.612 2.477 -0.414
S -0.647 1.568 -2.262
H 0.521 2.243 2.247
H 1.203 3.742 1.635
H 2.268 2.390 1.947
H 1.080 1.025 0.267
H 1.804 2.397 -0.562
H -1.487 0.604 -1.922
C -0.033 -3.119 -0.647
N -0.138 -1.659 -0.372
C -1.359 -1.285 0.262
H -0.025 -3.720 0.271
H -0.864 -3.495 -1.262
H 0.888 -3.398 -1.209
H -0.026 -1.164 -1.270
H -2.312 -1.554 -0.204
H -1.379 -0.152 0.431
H -1.238 -1.681 1.295

Cartesian forces (eV/Å) of the 6 atoms listed first:
-0.63 -0.98 -1.48
-0.44 -0.32 1.51
0.12 0.56 -0.10
0.21 0.46 0.01
0.14 0.06 0.16
-0.06 0.86 0.00

HOMO, eV: -8.83
SMILES: CCSS.CNC
Total energy, hartree: -1011.2981
Orbital gap, eV: 9.35
M, g/mol: 139.29
Energy above the lowest of the compared OMol25 structures with the same formula, charge and spin, kcal/mol: 15.5
LUMO, hartree: 0.019